*1*
The following is a quantum chemistry calculation of a single C4H6N2O molecule, from the Open Molecules 2025 dataset.

Calculated values
SMILES: [H]/N=C/C=C=NOC
LUMO energy, eV: 0.266
HOMO level, eV: -9.505

The geometry in ORCA input format:
```
! RIJCOSX wB97M-V def2-TZVPD def2/J DEFGRID3
* xyz 0 1
C 0.5767 -2.0186 -1.4501
O 0.3903 -2.1568 -0.0572
C -0.4574 -0.3600 0.8822
N -0.7644 -1.4325 0.3552
N -0.8495 2.2776 -0.2244
C -0.2399 2.0876 0.8757
C -0.1712 0.7594 1.5079
H 1.4544 -2.6301 -1.6688
H -0.2858 -2.3857 -2.0160
H 0.7764 -0.9735 -1.7167
H -0.7979 3.2625 -0.4856
H 0.2513 2.8854 1.4455
H 0.1171 0.6848 2.5524
*
```

---

*2*
The following is a quantum chemistry calculation of a single C4H6N2O molecule, from the Open Molecules 2025 dataset.

Calculated values
SMILES: N[C@@H]1NC=CC1=O
LUMO energy, eV: 0.612
HOMO level, eV: -8.763

The geometry in ORCA input format:
```
! RIJCOSX wB97M-V def2-TZVPD def2/J DEFGRID3
* xyz 0 1
N -1.4039 1.3874 0.4195
C -0.2846 0.6873 -0.1516
C 0.8581 0.1870 0.7671
O 1.2596 0.8088 1.7317
C 1.2857 -1.0857 0.1939
C 0.3581 -1.4263 -0.7354
N -0.6695 -0.5260 -0.8516
H -1.0579 2.2340 0.8631
H -1.8248 0.8251 1.1536
H 0.2196 1.3716 -0.8538
H 2.1318 -1.6790 0.5112
H 0.3425 -2.3211 -1.3502
H -1.2146 -0.4631 -1.6977
*
```

---

*3*
The following is a quantum chemistry calculation of a single C4H6N2O molecule, from the Open Molecules 2025 dataset.

Calculated values
LUMO energy, eV: 0.642
HOMO level, eV: -8.111

The geometry in ORCA input format:
```
! RIJCOSX wB97M-V def2-TZVPD def2/J DEFGRID3
* xyz 0 1
N 1.9695 0.2748 0.1624
C 1.1763 -0.4098 -0.6134
C 0.0127 -1.0018 0.0553
O 0.2465 -2.2950 0.4121
C -1.2148 -0.4711 0.2393
C -1.5249 0.8902 -0.1590
N -0.6335 1.6929 -0.6100
H 2.8078 0.6869 -0.2271
H 1.7387 0.5764 1.1083
H 1.0611 -2.5854 -0.0246
H -2.0089 -1.1144 0.6066
H -2.5830 1.1733 -0.0682
H -1.0473 2.5830 -0.8816
*
```

---

Referenced to the most stable arrangement, the calculated values in kcal/mol are *1* 84.0; *2* 0.0; *3* 56.0.

---

*1*
The following is a quantum chemistry calculation of a single C4H6N2O molecule, from the Open Molecules 2025 dataset.

Calculated values
LUMO energy (spin up / spin down), eV: -0.426 / 0.313
HOMO level (spin up / spin down), eV: -7.815 / -7.966

The geometry in ORCA input format:
```
! RIJCOSX wB97M-V def2-TZVPD def2/J DEFGRID3
* xyz 0 1
C -0.7998 -0.2171 -1.6628
C -0.3552 -0.6480 1.7806
O 0.2481 -0.9846 0.6956
C 0.9600 -0.1712 -0.0871
N 0.6325 -0.4199 -1.4194
C 1.3760 1.0764 0.4474
N 1.8400 2.0516 0.8894
H -1.0032 -0.1244 -2.7298
H -1.3484 -1.0870 -1.2848
H -1.1861 0.6746 -1.1440
H -0.8556 -1.4549 2.2924
H -0.3955 0.3993 2.0563
H 1.2467 0.0317 -2.0811
*
```

---

*2*
The following is a quantum chemistry calculation of a molecular structure, C4H6N2O, from the Open Molecules 2025 dataset.

Calculated values
LUMO energy, eV: 0.546
HOMO level, eV: -9.319

The geometry in ORCA input format:
```
! RIJCOSX wB97M-V def2-TZVPD def2/J DEFGRID3
* xyz 0 1
C -1.6885 -0.0831 0.1422
C 2.0485 -0.7546 0.4948
C -0.7046 1.1782 0.1641
C 0.3898 0.5168 -0.5808
N 1.6059 0.3143 -0.0300
N -0.8622 -0.9274 -0.4083
O -2.8262 -0.2611 0.4075
H 3.0035 -0.5939 0.8008
H 1.5367 -1.6221 0.4539
H -1.3064 2.0621 -0.2412
H -0.5086 1.3950 1.1200
H 0.3386 0.6512 -1.6007
H -1.0266 -1.8753 -0.7221
*
```

---

Referenced to the most stable arrangement, the calculated values in kcal/mol are *1* 27.3; *2* 0.0.

---

*1*
The following is a quantum chemistry calculation of a molecular structure, C6H9NO3, from the Open Molecules 2025 dataset.

Calculated values
LUMO energy, eV: 0.472
HOMO level, eV: -9.370

The geometry in ORCA input format:
```
! RIJCOSX wB97M-V def2-TZVPD def2/J DEFGRID3
* xyz 0 1
N -0.7272 1.1211 1.5283
H -0.8585 2.1084 1.7447
H 0.0094 0.7367 2.1185
H -1.5984 0.6093 1.6694
C -0.1951 1.0623 -0.2547
O 0.8891 1.6995 -0.2636
C -0.1149 -0.4317 -0.6748
C 1.1564 -1.0884 -0.1236
C 2.4266 -0.4678 -0.6397
O 3.4429 -0.3830 0.0142
C -1.3134 -1.2093 -0.3540
C -2.3078 -1.8426 -0.0804
H -0.0338 -0.3838 -1.7737
H 1.1725 -1.1003 0.9746
H 1.1833 -2.1388 -0.4585
H 2.4119 -0.1424 -1.7025
H -3.2018 -2.3675 0.2054
O -1.2698 1.6395 -0.9172
H -1.0714 2.5789 -1.0124
*
```

---

*2*
The following is a quantum chemistry calculation of 2 unconnected molecules or ions with the total composition C6H9NO3, from the Open Molecules 2025 dataset.

Calculated values
SMILES: C#C[C@@H]1OC1=O.C[C@H](N)O
LUMO energy, eV: 0.529
HOMO level, eV: -9.838

The geometry in ORCA input format:
```
! RIJCOSX wB97M-V def2-TZVPD def2/J DEFGRID3
* xyz 0 1
C 2.3053 -2.2519 0.5974
C 2.3458 -1.1081 0.1824
C 2.0647 1.3200 0.7261
C -1.7573 1.4900 -0.3048
C 2.0792 0.3059 -0.2871
C -1.5355 -0.0243 0.0190
N -0.4754 -0.7777 -0.6226
O 1.6368 1.9104 1.6284
O 3.1334 1.2665 -0.0861
O -2.7894 -0.8224 -0.1670
H 2.1868 -3.2665 0.8505
H -1.2235 2.3314 0.2528
H -1.5820 1.7861 -1.3025
H -2.8533 1.7097 -0.0908
H 1.4480 0.3145 -1.1981
H -1.2256 -0.0633 1.0891
H -0.8584 -1.0034 -1.5154
H -0.2378 -1.5891 -0.1693
H -2.6620 -1.5279 0.3979
*
```

---

*3*
The following is a quantum chemistry calculation of 2 unconnected molecules or ions with the total composition C6H9NO3, from the Open Molecules 2025 dataset.

Calculated values
LUMO energy (spin up / spin down), eV: -0.254 / -0.264
HOMO level (spin up / spin down), eV: -8.227 / -8.211

The geometry in ORCA input format:
```
! RIJCOSX wB97M-V def2-TZVPD def2/J DEFGRID3
* xyz 0 1
C -0.4164 -2.2509 -0.2119
C 0.4101 -1.3535 0.3134
C -0.0611 -0.0078 0.6897
C -0.3328 1.0163 -0.3272
C 0.2186 0.3879 2.1686
C -0.1510 1.2382 -1.8155
N -0.9758 3.1879 0.0740
O -1.1225 3.8805 -0.8862
O -1.0698 3.3931 1.2577
O -1.3476 0.3502 0.2054
H -0.0726 -3.1816 -0.4890
H -1.4478 -2.0073 -0.5259
H 1.3360 -1.5640 0.6692
H -0.4151 1.0165 2.7830
H 1.1932 0.7486 2.2243
H 0.0800 -0.5925 2.5993
H -0.9066 1.9101 -2.2893
H -0.4017 0.2546 -2.2289
H 0.8561 1.5620 -2.0563
*
```

---

*4*
The following is a quantum chemistry calculation of 2 unconnected molecules or ions with the total composition C6H9NO3, from the Open Molecules 2025 dataset.

Calculated values
SMILES: C[C@H]1O[C@H]1C#CC(N)=O.O
LUMO energy, eV: 0.153
HOMO level, eV: -9.919

The geometry in ORCA input format:
```
! RIJCOSX wB97M-V def2-TZVPD def2/J DEFGRID3
* xyz 0 1
C 1.2367 -1.5826 -2.1195
C 2.3447 -0.6853 -1.6571
O 2.1492 0.7227 -1.7659
C 2.2487 0.1656 -0.4542
C 1.0451 0.1790 0.3486
C 0.0324 0.1838 1.0120
C -1.1876 0.1614 1.8223
N -2.3077 -0.2193 1.1405
O -1.1333 0.2215 3.0475
H 0.2603 -1.0884 -2.0398
H 1.4058 -1.8753 -3.1645
H 1.2248 -2.4937 -1.5055
H 3.3581 -0.9958 -1.9287
H 3.1683 0.4235 0.0778
H -2.6227 -1.1785 1.2155
H -3.2750 1.8918 1.7787
H -2.6858 0.3221 0.3744
O -2.8393 2.6605 2.2598
H -2.4226 3.1870 1.5580
*
```

---

Referenced to the most stable arrangement, the calculated values in kcal/mol are *1* 0.0; *2* 48.9; *3* 103.2; *4* 23.2.

---

*1*
The following is a quantum chemistry calculation of 2 unconnected molecules or ions with the total composition C6H9NO3, from the Open Molecules 2025 dataset.

Calculated values
LUMO energy (spin up / spin down), eV: 0.288 / 0.290
HOMO level (spin up / spin down), eV: -7.715 / -7.717

The geometry in ORCA input format:
```
! RIJCOSX wB97M-V def2-TZVPD def2/J DEFGRID3
* xyz 0 1
C 1.8547 0.9485 0.4803
C 2.4748 -0.2565 0.2826
C 0.1537 0.0091 -0.8565
C -2.2303 0.2087 -0.9155
C -1.0636 1.2857 0.9323
C 3.1790 -1.1552 -0.6693
N -0.9756 0.4004 -0.2459
O 0.3951 -0.4974 -1.8845
O 1.9449 -0.3256 1.4504
O 3.5182 -2.3578 -0.0929
H -2.5429 -0.7242 -0.4763
H -2.8916 0.9405 -0.6564
H -2.2552 0.1433 -1.9389
H -0.0885 1.3686 1.3545
H -1.1139 2.3232 0.7369
H -1.8408 0.8432 1.6808
H 4.0190 -0.7424 -1.1227
H 2.4943 -0.9698 -1.6237
H 2.7404 -2.9034 -0.0122
*
```

---

*2*
The following is a quantum chemistry calculation of a single C6H9NO3 molecule, from the Open Molecules 2025 dataset.

Calculated values
SMILES: O=C1C[C@H]2O[C@H](CO)CN12
LUMO energy, eV: 0.776
HOMO level, eV: -9.821

The geometry in ORCA input format:
```
! RIJCOSX wB97M-V def2-TZVPD def2/J DEFGRID3
* xyz 0 1
C -0.0792 2.3788 0.3749
C -0.0470 0.9239 -0.1143
C -1.3627 0.1618 -0.2205
C 0.3076 -1.2129 0.6793
C 0.9976 -2.1368 -0.2968
C -0.3512 -2.1142 -1.0512
H 1.6829 2.2482 1.0900
H -0.6715 3.0975 -0.2277
H -0.5144 2.4953 1.4027
H 0.4225 0.9291 -1.1220
H -1.9555 0.3954 0.6917
H -1.9059 0.3197 -1.0912
H 0.1705 -1.6272 1.6188
H 1.1793 -3.1439 0.1486
H 1.8150 -1.7883 -0.9248
N -0.9688 -1.2742 -0.0563
O 1.2758 2.8186 0.3928
O -0.7286 -2.5945 -2.1156
O 0.7337 0.1237 0.8216
*
```

---

Referenced to the most stable arrangement, the calculated values in kcal/mol are *1* 140.4; *2* 0.0.